Entry from the Open Molecules 2025 dataset: a molecular structure, C30H22F6GeN3O2PtSb (ωB97M-V with the def2-TZVPD basis set).

Geometry as XYZ:
```
66
Properties=species:S:1:pos:R:3:forces:R:3
Pt -0.229335 -0.070913 -0.256277 0.302 0.145 0.174
O -6.821852 1.557632 1.498014 0.043 -0.026 0.079
N -6.247671 2.519929 1.033479 -0.075 -0.072 -0.201
O -6.731255 3.602475 0.821268 0.025 0.073 0.092
C -4.839783 2.314596 0.609123 0.052 -0.008 0.066
C -4.377042 3.147110 -0.343653 0.035 -0.032 -0.037
C -3.065445 2.966583 -0.892269 -0.048 0.006 0.029
C -2.497021 3.815879 -1.859356 0.005 -0.004 -0.014
C -1.228581 3.559856 -2.317080 -0.014 -0.003 0.012
C -0.547403 2.434183 -1.851741 0.007 -0.018 -0.035
N -1.075027 1.615871 -0.951326 -0.089 -0.040 -0.058
C -2.306620 1.891670 -0.443475 0.038 -0.050 0.046
C -2.780104 1.061192 0.622423 0.052 0.031 0.004
N -1.909163 0.127389 1.081612 -0.155 -0.119 -0.074
C -2.235500 -0.635841 2.106578 0.012 -0.022 -0.002
C -3.471122 -0.484089 2.747583 0.031 -0.004 0.013
C -4.373834 0.441566 2.294950 -0.021 0.025 -0.040
C -4.042723 1.254697 1.183083 -0.023 0.053 0.035
H -5.013748 3.943803 -0.705071 0.011 0.004 0.013
H -3.056570 4.668314 -2.222831 -0.003 0.006 -0.003
H -0.749101 4.204090 -3.039371 0.002 -0.008 -0.009
H 0.440062 2.185023 -2.215789 -0.015 0.006 -0.001
H -1.501776 -1.362965 2.430478 -0.006 -0.022 0.004
H -3.696995 -1.103676 3.603268 0.001 -0.011 0.004
H -5.328343 0.555892 2.783243 -0.009 0.003 -0.002
C 2.901145 -4.038144 -3.603490 -0.024 0.037 0.016
C 3.115595 -3.033320 -2.617133 -0.020 -0.022 -0.063
C 2.070718 -2.259440 -2.207165 -0.056 0.030 -0.092
C 0.763215 -2.511956 -2.706419 0.190 -0.091 0.072
C 0.572664 -3.503623 -3.732294 -0.005 -0.009 0.010
C 1.614593 -4.274355 -4.148678 -0.024 0.024 0.013
Ge -0.885155 -1.669832 -2.005634 -0.321 0.227 -0.202
C -1.698354 -0.663245 -3.435460 0.073 0.036 -0.111
C -3.064303 -0.785752 -3.696393 0.032 0.035 -0.004
C -3.639355 -0.061435 -4.732914 -0.028 -0.023 0.017
C -2.859190 0.775828 -5.516601 0.017 0.005 -0.013
C -1.494849 0.890887 -5.274839 -0.016 0.002 -0.008
C -0.918174 0.175024 -4.239000 0.027 -0.043 0.025
C -2.037130 -2.903757 -1.108272 0.041 -0.016 0.121
C -1.661420 -4.229325 -0.896366 0.052 0.008 0.041
C -2.527277 -5.102632 -0.255229 0.014 0.003 0.022
C -3.760699 -4.652459 0.190308 -0.003 -0.020 -0.006
C -4.137296 -3.328703 -0.004426 -0.031 0.049 0.008
C -3.279387 -2.453847 -0.649223 -0.027 -0.074 -0.070
H 3.745510 -4.613091 -3.963139 0.004 -0.021 0.014
H 4.102261 -2.905330 -2.194086 0.003 0.013 0.001
H 2.227487 -1.506432 -1.447741 0.015 -0.032 -0.077
H -0.416185 -3.652233 -4.150584 -0.002 0.001 -0.001
H 1.478852 -5.048316 -4.891070 0.005 0.004 -0.013
H -3.680207 -1.457197 -3.112142 -0.007 -0.004 -0.011
H -4.696810 -0.164280 -4.936945 -0.002 -0.003 -0.002
H -3.310417 1.325269 -6.331965 -0.001 0.010 0.002
H -0.884652 1.526067 -5.903282 0.010 -0.003 -0.006
H 0.151917 0.257009 -4.072054 0.008 0.008 0.012
H -0.688417 -4.589271 -1.208461 0.019 0.002 0.005
H -2.232075 -6.129517 -0.090426 0.004 -0.011 -0.007
H -4.434335 -5.335152 0.690547 0.002 0.000 0.007
H -5.103896 -2.984628 0.340179 0.000 0.002 -0.004
H -3.591282 -1.427654 -0.815162 0.007 0.023 0.048
F 0.732684 -1.769048 0.270323 -0.076 -0.200 0.200
Sb 1.790137 -2.836128 1.815809 -0.227 0.362 -0.300
F 2.694277 -1.206348 1.911014 0.055 0.023 0.078
F 2.846131 -3.262015 0.319851 0.157 -0.153 0.115
F 2.679269 -3.739584 3.151033 0.077 -0.014 -0.032
F 0.634891 -4.211826 1.312311 -0.062 -0.065 -0.008
F 0.413371 -2.094679 2.856102 -0.034 -0.014 0.107
```
Positions in Å, forces in eV/Å.

Computed properties:
2S+1	3
Kohn-Sham gap (alpha / beta)	7.642 / 4.683	eV
calculated total energy	-122621.440	eV
highest occupied orbital energy (alpha / beta)	-14.7688 / -14.8205	eV
charge	+2

=====

Entry from the Open Molecules 2025 dataset: C3H5NO2 in the gas phase in a non-equilibrium geometry (ωB97M-V with the def2-TZVPD basis set).

Geometry as XYZ:
```
11
Properties=species:S:1:pos:R:3:forces:R:3
O -0.530232 -1.526775 1.386385 -0.670 0.164 0.066
C -0.340704 -0.592439 0.651738 2.061 0.009 0.047
N 0.640800 -0.783390 -0.371263 -1.317 0.291 0.997
C 0.719008 -0.077721 -1.548248 0.609 -0.891 0.533
O 1.643585 -0.193422 -2.308144 -0.332 0.318 -0.344
C -0.739618 0.840571 0.965318 -0.196 -1.147 -1.159
H 1.192464 -1.596399 -0.143334 0.373 -0.074 -0.626
H -0.187582 0.521556 -1.668723 0.114 0.460 -0.487
H -0.024820 1.178450 1.711553 -0.461 -0.024 0.474
H -0.580970 1.479087 0.103938 -0.286 0.171 -0.078
H -1.791928 0.750480 1.220778 0.105 0.721 0.579
```
Positions in Å, forces in eV/Å.

Computed properties:
2S+1	1
Kohn-Sham gap	11.033	eV
energy relative to the best compared isomer or geometry (same formula, charge and spin)	11.4	kcal/mol
calculated total energy	-8777.200	eV
highest occupied orbital energy	-10.4159	eV

=====

Entry from the Open Molecules 2025 dataset: C2H3NO2 in the gas phase in a non-equilibrium geometry (ωB97M-V with the def2-TZVPD basis set).

Geometry as XYZ:
```
8
Properties=species:S:1:pos:R:3:forces:R:3
C -0.500092 -1.354983 -0.151742 -0.798 0.876 0.822
C 0.630349 1.332563 0.137385 0.117 0.307 0.740
N -0.705498 -0.399830 0.696816 0.020 -2.784 -0.885
O -0.698656 0.835632 0.040314 2.762 0.515 0.041
O 1.587960 0.905463 0.749629 -2.403 0.322 -1.404
H -0.490684 -2.395291 0.202937 -0.010 0.664 0.131
H -0.434065 -1.192263 -1.239283 0.188 0.157 0.502
H 0.610686 2.268711 -0.436056 0.124 -0.056 0.053
```
Positions in Å, forces in eV/Å.

Computed properties:
2S+1	1
Kohn-Sham gap	11.426	eV
energy relative to the best compared isomer or geometry (same formula, charge and spin)	62.0	kcal/mol
calculated total energy	-7705.154	eV
highest occupied orbital energy	-10.6567	eV

=====

Entry from the Open Molecules 2025 dataset: a molecular structure, C21H24AsIrO3S4Sb in a non-equilibrium geometry (ωB97M-V with the def2-TZVPD basis set).

Geometry as XYZ:
```
55
Properties=species:S:1:pos:R:3:forces:R:3
Ir 1.471433 -1.224583 0.586553 -0.961 -4.328 2.568
S 2.521946 -3.076151 -3.379742 1.511 3.766 -7.565
Sb 2.206356 -4.256584 -1.751509 -0.970 -4.151 5.360
S 0.480238 -2.796779 -0.951483 -0.794 -0.405 1.071
S 3.215855 -2.633718 -0.303041 1.515 0.290 1.100
O -0.462610 -0.870335 0.532470 -2.860 -1.231 -0.145
As -1.284051 0.161703 -0.451298 0.904 -0.479 -0.180
C -2.169153 1.414203 0.747651 -0.372 0.454 -0.360
C -3.077555 0.941054 1.702646 0.032 0.320 -0.065
C -3.716932 1.836133 2.566117 0.420 0.191 -0.388
C -3.448981 3.205791 2.477759 0.272 -0.332 -0.366
C -2.541195 3.680405 1.525911 -0.113 -0.557 0.108
C -1.901228 2.786306 0.661527 -0.359 -0.165 0.278
C -2.505846 -0.962894 -1.463437 -0.796 0.395 -0.345
C -3.888942 -0.752584 -1.394032 0.155 -0.308 -0.280
C -4.758257 -1.565417 -2.128600 0.420 -0.130 -0.017
C -4.247664 -2.588326 -2.934029 0.366 0.303 0.333
C -2.866988 -2.798569 -3.005691 -0.437 0.509 0.432
C -1.996671 -1.986516 -2.271610 -0.660 0.298 -0.534
C 0.052810 0.985100 -1.602562 -0.153 0.489 -0.238
C 1.409292 0.661099 -1.469626 -0.587 0.831 -0.783
C 2.357158 1.260132 -2.305684 -0.480 0.038 0.038
C 1.952097 2.182565 -3.275599 -0.467 -0.272 0.438
C 0.598542 2.506228 -3.410415 0.115 -0.296 0.327
C -0.350146 1.908007 -2.575277 0.554 -0.056 -0.030
H -3.288448 -0.118197 1.775190 0.056 -0.037 0.007
H -4.419256 1.468690 3.303109 0.025 -0.033 -0.011
H -3.943849 3.898342 3.146207 -0.005 0.004 0.003
H -2.333456 4.740491 1.458032 0.029 -0.014 -0.010
H -1.200176 3.162635 -0.070979 0.070 -0.033 -0.034
H -4.292732 0.037629 -0.775829 -0.043 0.089 0.040
H -5.826771 -1.402143 -2.074334 -0.010 0.021 0.027
H -4.921034 -3.216670 -3.502514 -0.037 -0.002 -0.011
H -2.471857 -3.589607 -3.629811 0.089 0.041 0.025
H -0.928587 -2.152452 -2.331046 -0.122 0.165 -0.192
H 1.732292 -0.051597 -0.722546 0.688 0.823 -1.157
H 3.404976 1.009518 -2.202184 -0.074 -0.142 0.039
H 2.686179 2.645581 -3.922253 0.005 -0.022 -0.001
H 0.284848 3.219776 -4.161296 -0.029 -0.009 -0.008
H -1.397018 2.161414 -2.683658 -0.074 0.007 -0.054
C 3.786360 1.296214 3.119904 -0.157 0.208 -0.257
S 3.547609 -0.474447 2.835825 -1.026 0.195 0.938
C 5.292197 -0.922276 3.004427 0.065 -0.125 -0.608
O 3.173195 -0.653612 1.394292 4.858 0.239 0.057
H 4.179532 1.454142 4.126823 0.041 -0.202 -0.040
H 2.819908 1.797100 3.026616 0.032 -0.354 -0.106
H 4.478359 1.703048 2.378669 -0.025 -0.104 0.004
H 5.632934 -0.687064 4.015390 -0.245 0.072 -0.033
H 5.890218 -0.376793 2.270521 -0.059 -0.066 0.022
H 5.394453 -1.995877 2.829301 -0.153 0.153 -0.057
C 1.174983 -2.599359 2.182912 0.018 0.042 -0.333
H 0.321252 -3.265948 1.943148 0.548 0.475 -0.042
H 0.957150 -2.040747 3.116373 0.094 0.017 -0.705
H 2.091913 -3.208163 2.321730 -0.465 0.352 -0.266
O 1.125321 0.144101 1.700981 -0.347 3.060 2.005
```
Positions in Å, forces in eV/Å.

Computed properties:
2S+1	1
Kohn-Sham gap	5.039	eV
energy relative to the best compared isomer or geometry (same formula, charge and spin)	148.5	kcal/mol
calculated total energy	-141859.174	eV
highest occupied orbital energy	-2.7826	eV
charge	-1